Molecular formula: C10H24BBr6N3O8
Method: DFT, ωB97M-V/def2-TZVPD

- total charge = +2
- orbital gap (eV) = 5.48
- HOMO level (Ha) = -0.468
- total energy (Eh) = -16630.13235

Geometry as XYZ:
```
52
C10H24BBr6N3O8 | the Open Molecules 2025 dataset | ωB97M-V/def2-TZVPD
N 0.46 -2.76 -2.50
H 0.60 -1.97 -1.88
H 0.85 -3.56 -2.04
H 0.89 -2.48 -3.38
H -0.54 -2.84 -2.61
N -3.25 -3.75 1.26
H -4.07 -4.35 1.26
H -2.69 -3.90 0.43
H -2.74 -4.02 2.09
H -3.36 -2.75 1.21
N 4.81 -4.12 0.02
H 5.07 -4.14 1.00
H 4.73 -3.11 -0.05
H 3.90 -4.55 -0.08
H 5.44 -4.59 -0.61
O 3.93 -1.47 -0.12
C 2.86 -0.92 0.09
O 1.62 -1.31 -0.32
B 0.55 -0.30 0.02
O 1.25 0.74 0.77
C 2.58 0.40 0.87
O 3.41 1.19 1.38
O -0.14 0.24 -1.19
C -1.40 0.14 -1.16
O -2.18 0.43 -2.09
C -1.68 -0.54 0.18
O -0.62 -0.84 0.73
O -2.76 -1.02 0.49
Br 1.55 5.51 1.15
C 1.81 4.18 -0.29
C 0.41 4.00 -0.87
Br 0.60 3.11 -2.64
H 2.16 3.38 0.36
H 2.47 4.59 -1.05
H -0.02 4.95 -1.18
H -0.27 3.30 -0.40
Br 2.20 4.90 4.87
C 2.40 3.29 3.74
C 2.84 2.12 4.63
Br 1.06 1.66 5.52
H 3.21 3.56 3.06
H 1.56 3.11 3.07
H 3.53 2.32 5.44
H 3.11 1.21 4.10
Br -5.57 2.41 -3.69
C -6.20 0.56 -3.37
C -5.41 -0.29 -2.38
Br -5.95 -2.14 -2.33
H -6.20 0.10 -4.36
H -7.21 0.62 -2.95
H -5.21 0.09 -1.38
H -4.40 -0.36 -2.80
```